119
Properties=species:S:1:pos:R:3:mulliken_charge:R:1 method="wB97M-V/def2-TZVPD" homo_lumo_gap_ev="6.9 / 6.9" multiplicity=2 total_charge=-2 s_squared=0.75
Ba -0.185 -0.604 0.390 2.20
Cl -7.033 -0.027 -3.079 -0.32
C -5.595 0.121 -2.077 0.60
C -5.674 0.803 -0.899 -0.49
C -4.543 0.938 -0.078 0.01
I -4.670 2.027 1.700 -0.02
C -3.293 0.382 -0.391 -0.52
O -2.247 0.485 0.343 -0.34
C -3.241 -0.340 -1.656 -0.26
N -2.030 -0.879 -1.988 0.58
C -1.908 -1.533 -3.118 -0.49
C -2.982 -1.705 -4.012 -1.10
C -4.200 -1.176 -3.704 -1.01
C -4.375 -0.466 -2.494 0.37
H -6.618 1.239 -0.597 0.42
H -0.921 -1.927 -3.336 0.51
H -2.830 -2.253 -4.935 0.50
H -5.042 -1.287 -4.374 0.37
C 1.094 0.670 -4.472 -1.40
C 2.115 -0.451 -4.290 1.77
C 2.266 -1.247 -5.585 -1.63
C 3.461 0.148 -3.887 -1.33
O 1.592 -1.321 -3.266 0.54
Si 2.191 -2.649 -2.478 -0.68
S 1.366 -2.858 -0.613 -0.38
O 3.830 -2.418 -2.543 0.28
C 4.962 -3.202 -2.172 1.76
C 5.336 -4.104 -3.349 -1.44
C 4.709 -4.043 -0.925 -1.37
C 6.082 -2.208 -1.898 -1.91
O 1.987 -3.938 -3.528 -0.04
C 1.113 -5.062 -3.599 2.03
C 1.382 -5.693 -4.960 -1.82
C -0.349 -4.627 -3.519 -1.41
C 1.430 -6.077 -2.502 -1.66
H 1.538 1.503 -5.023 0.44
H 0.765 1.025 -3.495 -0.05
H 0.214 0.316 -5.020 0.34
H 2.633 -0.602 -6.391 0.41
H 1.298 -1.669 -5.879 0.29
H 2.970 -2.075 -5.438 0.19
H 3.740 0.950 -4.573 0.54
H 4.240 -0.615 -3.879 0.25
H 3.391 0.559 -2.877 0.03
H 4.463 -4.691 -3.646 0.05
H 6.154 -4.782 -3.076 0.42
H 5.648 -3.497 -4.204 0.32
H 3.941 -4.801 -1.110 0.12
H 4.353 -3.416 -0.105 0.23
H 5.637 -4.543 -0.627 0.51
H 6.256 -1.588 -2.782 0.36
H 7.009 -2.730 -1.640 0.43
H 5.797 -1.553 -1.070 0.36
H 1.207 -4.956 -5.751 0.36
H 0.725 -6.554 -5.124 0.36
H 2.424 -6.024 -5.021 0.36
H -0.598 -3.984 -4.371 0.29
H -0.527 -4.077 -2.591 0.14
H -1.005 -5.504 -3.537 0.55
H 2.484 -6.370 -2.562 0.29
H 0.809 -6.973 -2.628 0.49
H 1.237 -5.644 -1.518 0.23
O -0.473 2.053 4.656 -0.43
C -0.748 2.740 3.722 0.18
F 1.426 -1.249 2.042 -0.74
Sb 0.106 -2.354 2.901 2.44
F -0.876 -3.170 1.501 -0.57
F 1.306 -3.783 3.023 -0.59
F -1.145 -3.190 4.039 -0.58
F 0.805 -1.565 4.467 -0.63
F -1.017 -0.825 2.605 -0.71
N 3.083 3.873 -3.835 -0.82
C 2.593 3.539 -2.831 0.67
N 2.067 3.270 -1.658 -0.71
C 1.461 2.240 -1.191 0.02
N 0.894 1.356 -0.666 -0.65
C -1.170 7.866 0.979 -1.69
C -1.160 6.354 0.905 0.92
C -1.617 5.699 -0.240 -0.85
C -1.613 4.315 -0.338 0.22
C -2.116 3.613 -1.576 -0.89
C -1.108 3.567 0.731 0.78
C -0.603 4.209 1.845 -1.90
C -0.657 5.594 1.948 -0.49
N 0.041 3.451 2.894 0.99
C 1.555 3.314 2.945 1.53
C 2.225 4.161 1.853 -1.96
C 3.750 4.002 1.934 0.67
C 4.241 4.466 3.310 -1.54
C 3.583 3.613 4.400 0.51
C 3.950 2.135 4.193 -1.54
C 3.474 1.682 2.806 0.46
C 4.136 2.535 1.720 -1.46
C 1.951 1.838 2.720 -0.20
C 2.056 3.773 4.321 -1.60
H -2.110 8.273 0.598 0.39
H -0.361 8.288 0.375 0.30
H -1.039 8.212 2.005 0.38
H -1.986 6.291 -1.076 0.38
H -2.642 4.303 -2.241 0.38
H -2.792 2.799 -1.308 -0.05
H -1.282 3.168 -2.129 0.15
H -1.101 2.483 0.662 1.15
H -0.296 6.075 2.853 0.27
H 1.969 5.217 1.975 0.69
H 1.873 3.848 0.868 -0.01
H 4.200 4.619 1.155 0.40
H 3.986 5.523 3.460 0.54
H 5.334 4.378 3.369 0.58
H 3.929 3.946 5.382 0.18
H 3.469 1.522 4.963 0.48
H 5.035 2.000 4.286 0.55
H 3.725 0.630 2.653 0.56
H 3.807 2.204 0.730 0.19
H 5.226 2.426 1.765 0.63
H 1.477 1.200 3.468 0.86
H 1.629 1.522 1.724 -1.34
H 1.770 4.819 4.481 0.34
H 1.576 3.171 5.093 0.53

113
Properties=species:S:1:pos:R:3:mulliken_charge:R:1 method="wB97M-V/def2-TZVPD" homo_lumo_gap_ev="5.7 / 6.8" multiplicity=2 total_charge=-1 s_squared=0.76
Sc -0.453 -1.876 -0.455 -0.94
C -3.021 0.251 3.372 -1.24
Si -1.598 0.398 2.143 0.75
C -1.990 1.883 1.014 0.88
C -2.440 3.018 1.703 -0.33
C -2.754 4.209 1.072 -1.01
C -2.617 4.297 -0.304 -1.11
C -2.198 3.184 -1.010 -0.43
C -1.895 1.968 -0.387 -0.13
P -1.423 0.545 -1.482 0.90
C -0.361 1.315 -2.800 0.72
C -0.930 2.068 -4.022 -0.81
C 0.121 3.008 -4.635 -1.06
C 1.512 2.394 -4.522 -1.01
C 1.942 2.317 -3.050 -0.22
C 0.738 2.134 -2.114 0.60
C -2.996 -0.121 -2.237 1.43
C -3.952 -0.602 -1.121 -0.46
C -4.893 0.485 -0.602 -0.15
C -5.704 1.105 -1.733 -1.26
C -4.775 1.672 -2.801 -0.45
C -3.822 0.596 -3.318 -1.22
C -0.054 0.887 3.174 1.23
C -0.328 1.733 4.261 -0.84
C 0.627 2.132 5.178 -1.02
C 1.924 1.668 5.033 -1.33
C 2.226 0.844 3.965 -1.04
C 1.274 0.440 3.019 0.37
P 1.888 -0.524 1.544 0.12
C 3.115 -1.874 2.040 0.82
C 2.450 -3.257 2.068 -0.98
C 1.801 -3.565 3.411 -0.13
C 2.824 -3.517 4.537 -1.18
C 3.480 -2.141 4.581 -0.45
C 4.093 -1.791 3.226 -1.39
C 3.031 0.753 0.757 0.51
C 3.996 1.611 1.594 -0.75
C 4.859 2.453 0.655 -0.83
C 5.810 1.577 -0.181 -0.78
C 5.298 0.137 -0.265 -1.09
C 3.785 0.100 -0.432 0.76
H -3.200 1.090 4.048 0.35
H -2.841 -0.644 3.973 0.30
H -3.936 0.080 2.796 0.29
H -2.552 2.970 2.780 0.19
H -3.097 5.059 1.650 0.39
H -2.844 5.217 -0.830 0.44
H -2.107 3.265 -2.083 0.56
H 0.140 0.424 -3.188 0.10
H -1.832 2.635 -3.794 0.10
H -1.224 1.330 -4.772 0.40
H 0.110 3.974 -4.118 0.27
H -0.136 3.214 -5.677 0.53
H 2.245 2.959 -5.100 0.57
H 1.486 1.387 -4.950 0.32
H 2.477 3.229 -2.768 0.48
H 2.639 1.490 -2.920 -0.14
H 0.341 3.104 -1.808 0.30
H 1.050 1.635 -1.193 -1.48
H -2.585 -1.015 -2.713 -0.94
H -3.397 -1.050 -0.296 -0.18
H -4.559 -1.405 -1.547 0.61
H -4.329 1.271 -0.095 -0.15
H -5.557 0.050 0.152 0.50
H -6.371 1.884 -1.351 0.49
H -6.343 0.337 -2.186 0.39
H -4.215 2.507 -2.376 -0.02
H -5.352 2.078 -3.638 0.49
H -3.193 0.985 -4.113 0.47
H -4.435 -0.187 -3.783 0.40
H -1.342 2.085 4.409 0.10
H 0.356 2.787 5.998 0.41
H 2.699 1.945 5.737 0.40
H 3.245 0.508 3.870 0.92
H 3.733 -1.843 1.136 0.25
H 3.231 -4.004 1.874 0.65
H 1.725 -3.355 1.258 -0.08
H 1.301 -4.536 3.368 0.44
H 1.007 -2.838 3.605 -0.05
H 3.594 -4.283 4.375 0.35
H 2.350 -3.744 5.496 0.48
H 4.256 -2.104 5.352 0.42
H 2.726 -1.401 4.858 0.15
H 4.878 -2.532 3.021 0.54
H 4.615 -0.832 3.260 0.34
H 2.311 1.472 0.356 -0.07
H 4.643 1.001 2.232 0.02
H 3.431 2.268 2.254 0.50
H 5.421 3.194 1.228 0.44
H 4.191 3.018 -0.003 0.31
H 6.815 1.590 0.249 0.38
H 5.902 1.990 -1.189 0.31
H 5.584 -0.415 0.637 0.20
H 5.770 -0.387 -1.099 0.53
H 3.456 -0.927 -0.594 0.30
H 3.517 0.600 -1.366 -0.95
S -1.255 -2.722 1.705 -0.63
C -1.305 -1.095 1.218 1.20
I 1.524 -1.986 -2.556 -0.60
F -0.322 -5.010 -3.249 -0.25
C -1.098 -5.223 -2.181 0.22
F -1.606 -6.466 -2.307 -0.29
F -0.317 -5.221 -1.102 -0.15
C -2.212 -4.125 -2.048 1.15
O -1.743 -3.043 -1.417 0.62
C -3.397 -4.728 -1.224 0.25
F -4.143 -5.597 -1.932 -0.31
F -4.214 -3.768 -0.794 -0.12
F -2.935 -5.378 -0.150 -0.26
C -2.716 -3.764 -3.478 0.22
F -3.889 -3.108 -3.423 -0.27
F -2.910 -4.847 -4.251 -0.30
F -1.854 -2.967 -4.107 -0.20

113
Properties=species:S:1:pos:R:3:mulliken_charge:R:1 method="wB97M-V/def2-TZVPD" homo_lumo_gap_ev="5.6 / 5.8" multiplicity=5 total_charge=-2 s_squared=6.02
Fe 0.080 0.806 -1.237 -0.78
C 3.206 -1.637 3.540 -1.30
Si 2.221 -2.696 2.294 0.35
C 3.365 -3.165 0.867 -0.48
C 1.874 -4.259 3.269 -1.20
N 0.870 -1.821 1.719 0.39
P -0.632 -1.471 1.330 1.43
C -0.933 -0.080 0.369 -0.26
P -1.032 1.589 0.800 1.50
N 0.220 2.341 -0.056 0.25
Si 0.986 3.921 -0.264 -0.08
C 2.686 3.592 -0.846 -0.55
C 0.129 4.869 -1.621 -0.95
C 1.058 4.824 1.363 -0.94
C -0.787 1.926 2.586 1.63
C -1.881 2.486 3.284 -0.56
C -1.591 3.003 4.557 -0.84
C -0.349 2.981 5.165 -0.67
C 0.715 2.466 4.451 -0.76
C 0.492 1.927 3.171 -0.59
C -2.503 2.445 0.330 0.37
C -3.653 1.801 -0.145 -0.59
C -4.758 2.568 -0.436 -0.57
C -4.733 3.980 -0.295 -0.58
C -3.587 4.592 0.200 -0.94
C -2.470 3.817 0.554 -0.55
C -1.518 -1.464 2.966 0.76
C -2.900 -1.245 3.079 -0.62
C -3.523 -1.364 4.314 -0.77
C -2.822 -1.733 5.481 -0.69
C -1.463 -1.922 5.364 -0.66
C -0.837 -1.818 4.125 -0.55
C -1.430 -2.871 0.501 0.62
C -2.714 -3.407 0.787 -0.77
C -3.113 -4.565 0.108 -0.57
C -2.271 -5.236 -0.769 -0.74
C -1.040 -4.682 -1.075 -0.58
C -0.634 -3.534 -0.411 0.03
H 3.936 -2.264 4.028 0.38
H 2.539 -1.227 4.309 0.28
H 3.667 -0.773 3.067 0.30
H 3.380 -4.219 0.621 0.44
H 4.396 -2.823 1.115 0.32
H 3.054 -2.602 -0.026 -0.46
H 2.147 -4.218 4.349 0.28
H 2.320 -5.127 2.766 0.40
H 0.779 -4.431 3.236 0.26
H 2.617 2.971 -1.734 -0.31
H 3.322 3.061 -0.120 0.22
H 3.207 4.540 -1.143 0.37
H 0.309 4.256 -2.537 0.11
H 0.622 5.844 -1.801 0.42
H -0.922 5.042 -1.506 0.37
H 1.729 4.299 2.084 0.19
H 0.070 4.821 1.868 0.27
H 1.343 5.892 1.262 0.43
H -2.894 2.554 2.893 0.51
H -2.425 3.423 5.111 0.34
H -0.193 3.357 6.181 0.36
H 1.729 2.438 4.881 0.38
H 1.269 1.419 2.598 0.41
H -3.593 0.715 -0.293 0.41
H -5.683 2.149 -0.836 0.38
H -5.698 4.511 -0.423 0.29
H -3.562 5.687 0.193 0.34
H -1.620 4.311 1.005 0.38
H -3.457 -0.905 2.217 0.37
H -4.576 -1.134 4.342 0.39
H -3.335 -1.849 6.430 0.36
H -0.886 -2.277 6.231 0.36
H 0.225 -1.925 4.073 0.13
H -3.375 -2.922 1.431 0.46
H -4.116 -4.926 0.228 0.37
H -2.633 -6.187 -1.208 0.27
H -0.377 -5.158 -1.792 0.40
H 0.362 -3.134 -0.610 -0.13
O -4.551 0.904 -6.276 -0.51
C -4.130 0.137 -5.241 0.38
O -4.502 -1.006 -5.173 -0.48
C -3.237 0.753 -4.237 1.08
C -3.017 2.102 -4.088 -0.88
N -2.070 2.339 -3.161 0.25
N -1.609 1.072 -2.666 0.28
C -2.345 0.112 -3.236 -0.11
C -2.223 -1.370 -2.966 -0.04
O -3.369 -1.905 -2.978 -0.78
O -1.116 -1.901 -2.803 -0.64
H -4.241 1.818 -6.239 0.30
H -3.524 2.918 -4.590 0.23
H -1.726 3.217 -2.779 -0.16
I 1.873 1.898 -4.247 -0.61
C 5.703 -1.284 -2.820 -1.23
C 4.441 -0.789 -3.486 -1.07
N 3.209 -1.267 -2.820 0.99
C 2.627 -2.433 -3.458 -0.08
C 3.605 -3.470 -4.012 -1.31
C 2.630 -0.564 -1.847 -0.43
C 3.523 0.261 -0.995 -1.04
N 1.324 -0.555 -1.611 1.13
H 6.477 -1.423 -3.595 0.38
H 5.631 -2.265 -2.304 0.22
H 6.076 -0.540 -2.093 0.40
H 4.320 -1.113 -4.526 0.68
H 4.380 0.304 -3.558 0.36
H 1.993 -2.117 -4.307 0.22
H 1.927 -2.955 -2.780 0.00
H 4.331 -3.051 -4.745 0.32
H 3.034 -4.217 -4.594 0.43
H 4.155 -3.985 -3.227 0.29
H 4.451 -0.241 -0.706 0.32
H 2.987 0.559 -0.096 -0.11
H 3.806 1.193 -1.558 0.35
H 0.754 -1.290 -2.089 -0.38

115
Properties=species:S:1:pos:R:3:mulliken_charge:R:1 method="wB97M-V/def2-TZVPD" homo_lumo_gap_ev="6.3 / 6.1" multiplicity=2 s_squared=0.76
Ru 0.751 0.289 -0.349 0.76
C -1.968 -4.605 -1.864 -1.71
C -2.579 -3.234 -2.166 1.71
C -1.698 -2.536 -3.188 -2.68
C -3.985 -3.392 -2.741 -1.89
N -2.705 -2.509 -0.870 0.78
C -3.369 -3.130 0.177 -0.59
C -3.553 -2.206 1.136 -1.43
N -3.000 -1.024 0.700 0.35
B -3.236 0.249 1.570 0.50
N -3.455 1.530 0.760 0.28
C -4.541 1.599 -0.084 -1.51
C -4.559 2.819 -0.646 -0.23
N -3.486 3.525 -0.126 0.49
C -2.799 2.717 0.740 0.05
S -1.408 3.111 1.622 -0.34
C -3.216 4.961 -0.408 1.36
C -3.300 5.772 0.884 -1.67
C -4.287 5.484 -1.364 -2.26
C -1.853 5.102 -1.088 -1.50
N -2.197 0.383 2.730 0.84
C -2.610 0.944 3.914 -1.21
C -1.677 0.681 4.850 -0.73
N -0.670 -0.043 4.231 0.72
C -1.001 -0.176 2.921 -1.36
S -0.037 -0.960 1.716 0.36
C 0.401 -0.793 4.972 1.46
C 0.113 -2.283 4.803 -1.64
C 0.312 -0.442 6.456 -2.43
C 1.799 -0.436 4.490 -1.11
C -2.468 -1.214 -0.520 -0.27
S -1.618 0.025 -1.372 -0.36
H -1.759 -5.112 -2.805 0.50
H -2.634 -5.248 -1.289 0.43
H -1.032 -4.497 -1.314 0.28
H -1.604 -3.217 -4.036 0.76
H -0.710 -2.326 -2.793 0.62
H -2.122 -1.597 -3.529 0.46
H -3.933 -3.910 -3.698 0.46
H -4.439 -2.414 -2.903 0.35
H -4.628 -3.967 -2.076 0.39
H -3.665 -4.159 0.141 0.61
H -4.026 -2.281 2.095 0.69
H -4.282 -0.003 2.130 -0.24
H -5.202 0.765 -0.222 0.65
H -5.235 3.234 -1.364 0.55
H -4.284 5.646 1.340 0.41
H -3.163 6.828 0.648 0.48
H -2.542 5.464 1.596 0.31
H -5.290 5.390 -0.948 0.53
H -4.253 4.984 -2.332 0.45
H -4.092 6.542 -1.529 0.46
H -1.048 4.806 -0.419 0.36
H -1.713 6.142 -1.385 0.50
H -1.814 4.471 -1.977 0.35
H -3.533 1.485 3.984 0.62
H -1.649 0.946 5.886 0.56
H -0.897 -2.512 5.145 0.37
H 0.820 -2.853 5.406 0.52
H 0.209 -2.592 3.763 0.27
H -0.629 -0.757 6.903 0.53
H 0.456 0.624 6.629 0.48
H 1.116 -0.969 6.966 0.44
H 1.908 -0.540 3.413 -0.14
H 2.508 -1.108 4.975 0.62
H 2.050 0.584 4.768 0.33
N 1.030 3.403 -3.386 -0.40
C 0.972 2.306 -2.571 -0.23
S 0.332 2.486 -1.012 -0.01
N 1.437 1.198 -3.098 -1.36
N 1.390 0.155 -2.188 1.78
C 1.728 -1.009 -2.672 -0.07
C 2.058 -1.269 -4.098 -0.62
C 3.293 -1.799 -4.440 0.10
C 3.600 -2.071 -5.768 -0.91
C 2.660 -1.824 -6.755 -0.47
C 1.418 -1.299 -6.417 -0.85
C 1.121 -1.015 -5.096 -0.33
C 1.836 -2.106 -1.706 0.46
C 2.046 -3.427 -2.087 -0.53
C 2.272 -4.365 -1.094 -1.13
C 2.307 -3.954 0.232 -1.27
C 2.046 -2.628 0.529 -0.33
N 1.772 -1.727 -0.419 1.68
H 0.481 4.208 -3.137 0.24
H 1.159 3.223 -4.367 0.24
H 4.034 -1.983 -3.671 0.47
H 4.571 -2.471 -6.025 0.43
H 2.894 -2.038 -7.791 0.40
H 0.683 -1.100 -7.185 0.42
H 0.162 -0.592 -4.827 0.51
H 2.039 -3.705 -3.131 0.66
H 2.440 -5.401 -1.362 0.47
H 2.531 -4.643 1.033 0.56
H 2.062 -2.258 1.543 0.18
C 1.824 2.295 2.316 -0.90
Si 2.517 1.484 0.777 1.02
C 3.459 2.871 -0.069 -1.52
C 3.983 0.341 1.251 0.76
C 4.547 -0.554 0.340 -0.60
C 5.674 -1.309 0.633 -0.60
C 6.284 -1.189 1.872 -0.52
C 5.768 -0.288 2.791 -0.71
C 4.646 0.465 2.477 -0.15
H 2.602 2.461 3.063 0.38
H 1.004 1.751 2.769 -0.15
H 1.439 3.275 2.030 0.46
H 4.250 3.187 0.615 0.41
H 2.830 3.729 -0.299 0.39
H 3.936 2.539 -0.994 0.36
H 4.112 -0.644 -0.648 0.20
H 6.079 -1.987 -0.107 0.43
H 7.160 -1.777 2.113 0.38
H 6.245 -0.168 3.756 0.41
H 4.279 1.160 3.222 0.16